(1)
Here is one molecule with the formula C6H6N4O from OMol25. Energies are from ωB97M-V with the def2-TZVPD basis set.

Geometry as XYZ:
```
17
Properties=species:S:1:pos:R:3:nbo_charge:R:1
C -3.75117 0.31549 0.11136 -0.088
C -2.71385 1.04043 0.64223 -0.149
N -1.62942 0.38289 0.24729 -0.035
O -0.38200 0.82153 0.56740 -0.312
C 0.71982 0.34634 -0.07082 0.597
N 0.91648 -0.72837 -0.81542 -0.513
C 2.24927 -0.76862 -1.04919 -0.083
C 2.88748 0.25288 -0.40007 -0.106
N 1.91330 0.98136 0.22009 -0.539
C -1.92918 -0.60028 -0.59133 0.103
N -3.24487 -0.64551 -0.67859 -0.464
H -4.84699 0.57097 0.00396 0.216
H -2.86003 1.83609 1.45217 0.239
H 2.64117 -1.43433 -1.73372 0.210
H 3.97210 0.45528 -0.22632 0.227
H 1.98770 1.77139 0.85826 0.431
H -1.14800 -1.26558 -1.10400 0.268
```

The calculation puts the energy relative to the best compared isomer or geometry (same formula, charge and spin) at 78.73 kcal/mol. Its LUMO energy is 0.5904 eV. Its orbital gap is 9.28 eV. Its molar mass is 150.14 g/mol. As for the SMILES: c1cn(Oc2ncc[nH]2)cn1. For the max |F|, the calculation gives 4.50 eV Å⁻¹. As for the charge: 0.

---

(2)
Here is C23H38F4N2O3RuS4Si as an isolated structure from OMol25. Energies are from ωB97M-V with the def2-TZVPD basis set.

Geometry as XYZ:
```
76
Properties=species:S:1:pos:R:3:lowdin_spin:R:1
Ru 0.78102 2.78667 0.74082 2.252
C -1.43755 5.09148 0.86075 0.007
N -1.33509 3.63156 0.93309 0.059
C -2.12385 3.01335 -0.14663 0.014
C -1.77916 3.15457 2.25574 0.005
C -1.32164 1.73667 2.51450 0.010
N 0.12235 1.67656 2.31372 0.130
C 0.89068 0.76923 3.00924 0.004
C 2.29340 0.90132 3.01679 0.025
F 2.85698 1.96206 2.40680 0.023
C 3.13489 0.02304 3.65863 -0.001
F 4.45501 0.24977 3.61266 -0.003
C 2.65180 -1.06946 4.34996 0.029
C 1.28568 -1.22338 4.37148 -0.002
F 0.74738 -2.27130 5.01572 -0.003
C 0.43041 -0.34414 3.73796 0.023
F -0.88646 -0.62526 3.82584 0.006
H -2.47696 5.41314 1.00248 0.002
H -1.09624 5.43407 -0.11506 0.000
H -0.81611 5.54714 1.62924 0.002
H -3.19065 3.23361 -0.01339 0.003
H -1.97501 1.93315 -0.15137 0.004
H -1.78963 3.40728 -1.10333 0.004
H -2.87133 3.22391 2.33717 0.001
H -1.33164 3.80849 3.00550 -0.001
H -1.82442 1.04846 1.82618 0.004
H -1.62135 1.47104 3.52411 -0.001
H 3.30992 -1.76488 4.84983 0.002
S 1.70061 4.97183 -1.92626 0.221
C 1.51489 4.27442 -0.35628 0.015
S 2.13699 4.98414 0.99087 0.245
S 0.43404 4.06995 -3.11126 0.640
C 0.10797 -1.84227 -4.54554 0.000
C 0.52040 -0.70627 -3.61809 0.001
C -0.47837 0.44131 -3.70637 0.005
C 1.92770 -0.23159 -3.95258 0.003
O 0.53756 -1.26057 -2.29468 0.007
Si 0.31617 -0.67318 -0.79149 0.035
S 1.56324 1.03927 -0.54288 0.201
O -1.23911 -0.25871 -0.47908 0.005
C -2.40068 -1.12160 -0.40204 0.001
C -2.33724 -2.22681 -1.45222 0.000
C -3.60173 -0.22738 -0.67284 0.000
C -2.47824 -1.72338 0.99328 0.000
O 0.76286 -1.83689 0.24438 0.006
C 1.75630 -2.86847 0.23611 0.001
C 1.25188 -4.02948 -0.61346 0.000
C 3.06947 -2.32255 -0.31448 0.003
C 1.92237 -3.29179 1.68723 0.000
H 0.13667 -1.50898 -5.58458 0.000
H -0.90414 -2.17719 -4.31355 0.000
H 0.78829 -2.68724 -4.42633 0.000
H -0.53327 0.81044 -4.73270 0.000
H -0.17593 1.26438 -3.05502 0.006
H -1.47302 0.10708 -3.40188 0.000
H 1.95989 0.17824 -4.96467 0.000
H 2.62771 -1.06723 -3.89191 0.000
H 2.24238 0.54099 -3.24951 0.003
H -2.26369 -1.80056 -2.45311 0.000
H -3.24098 -2.83681 -1.39900 0.000
H -1.47373 -2.87505 -1.29093 0.000
H -3.47269 0.29986 -1.62086 0.000
H -3.72855 0.50710 0.12546 0.000
H -4.51082 -0.82891 -0.72817 0.000
H -1.55662 -2.25967 1.22195 0.000
H -3.32056 -2.41556 1.06026 0.000
H -2.61456 -0.94097 1.73816 0.000
H 1.09426 -3.69760 -1.64136 0.000
H 0.30515 -4.40272 -0.21497 0.000
H 1.97596 -4.84654 -0.61230 0.000
H 2.95282 -2.02442 -1.35884 0.000
H 3.84651 -3.08628 -0.25211 0.000
H 3.38627 -1.44970 0.26042 0.002
H 0.96053 -3.60243 2.10089 0.000
H 2.29745 -2.45475 2.27948 0.000
H 2.62515 -4.12358 1.76442 0.000
```

The calculation puts the energy relative to the best compared isomer or geometry (same formula, charge and spin) at 15.45 kcal/mol. The spin multiplicity is 5. Its LUMO energy (spin up / spin down) is -0.3774 / -2.4979 eV. Its orbital gap (spin up / spin down) is 7.20 / 5.26 eV. Its molar mass is 723.98 g/mol. The expectation value of S² is 6.033. For the max |F|, the calculation gives 0.52 eV Å⁻¹. As for the charge: 0.

---

(3)
Here is a 7-piece molecular cluster, C35H61BN9O5 overall from OMol25. Energies are from ωB97M-V with the def2-TZVPD basis set.

Geometry as XYZ:
```
111
Properties=species:S:1:pos:R:3:lowdin_charge:R:1
C -0.02065 1.67265 0.17512 -0.074
C -0.13877 1.52427 -1.34395 -0.250
O 0.26688 0.19154 -1.67710 -0.155
C 0.41841 0.01085 -3.07313 -0.184
C 1.91817 -0.03144 -3.50254 -0.048
C 2.22914 1.13480 -4.42411 -0.121
N 3.06255 2.10628 -3.98613 0.194
C 3.40435 3.22150 -4.72250 0.036
B 4.45755 4.22477 -4.05467 -0.594
O 4.36876 4.49182 -2.70914 0.156
O 5.44412 4.71715 -4.86649 0.041
C 5.61062 6.14711 -4.90780 -0.036
C 2.85479 3.40361 -6.03228 -0.189
N 3.15503 4.51176 -6.85915 0.128
C 1.97075 2.38829 -6.53146 0.097
C 1.65992 1.23202 -5.74969 -0.087
C 0.74241 0.17771 -6.37262 -0.136
O 1.25124 -1.14958 -6.23814 -0.106
N 2.55969 -1.20281 -6.78996 -0.007
O 3.14001 -2.11235 -6.36168 0.111
H -0.92739 1.25336 0.61612 0.067
H 0.07160 2.72956 0.43041 0.079
H 0.86709 1.13041 0.51606 0.021
H -1.16464 1.71357 -1.67601 0.108
H 0.54447 2.25074 -1.81325 0.112
H -0.07713 0.83393 -3.59722 0.116
H -0.04074 -0.94914 -3.32595 0.135
H 2.15662 -0.96773 -4.00086 0.108
H 2.55421 0.03444 -2.61233 0.126
H 3.47503 1.98708 -3.06110 0.126
H 5.20237 4.22526 -2.28717 0.108
H 5.27676 6.50963 -5.88557 0.090
H 5.05338 6.66008 -4.12059 0.096
H 6.67761 6.36476 -4.83542 0.100
H 3.08673 5.38834 -6.35223 0.103
H 2.43877 4.57532 -7.57763 0.102
H 1.52726 2.48402 -7.52179 0.131
H -0.27038 0.22585 -5.97499 0.137
H 0.68569 0.39347 -7.44577 0.126
C 3.16799 0.21444 1.33363 -0.100
C 3.88633 1.45955 1.83693 -0.238
C 3.89556 2.59911 0.81442 -0.160
C 4.58138 2.21199 -0.42172 -0.194
N 5.13584 1.93809 -1.39394 0.168
H 3.66802 -0.21033 0.45977 0.083
H 3.15357 -0.55299 2.10596 0.057
H 2.13309 0.44003 1.06564 0.020
H 4.91130 1.19647 2.10677 0.118
H 3.39595 1.81521 2.74231 0.080
H 4.40534 3.47267 1.22332 0.126
H 2.87446 2.89277 0.56133 0.116
C -4.65976 0.44989 2.38372 -0.121
C -4.13944 1.71217 3.06153 -0.257
C -4.40627 2.98532 2.24576 -0.183
C -3.74619 2.91033 0.93854 -0.222
N -3.24035 2.81788 -0.08772 0.159
H -4.16248 0.27494 1.42869 0.063
H -4.47369 -0.42257 3.00845 0.062
H -5.73521 0.51764 2.20385 0.075
H -3.06622 1.60971 3.23572 0.104
H -4.61335 1.82088 4.03836 0.109
H -4.03007 3.86326 2.77214 0.115
H -5.47678 3.12284 2.08619 0.122
C 2.43820 3.35160 6.63325 -0.105
C 1.83889 4.33216 5.63138 -0.259
C 0.55339 3.80787 4.97915 -0.181
C 0.80688 2.56528 4.24162 -0.212
N 1.01550 1.58609 3.67901 0.181
H 2.73157 2.41723 6.15200 0.070
H 3.32978 3.77549 7.09445 0.075
H 1.72716 3.11740 7.42723 0.080
H 2.57600 4.55390 4.85627 0.107
H 1.61341 5.27283 6.13574 0.110
H 0.15025 4.54405 4.28276 0.117
H -0.20677 3.61054 5.73653 0.124
C 1.65933 -2.64153 3.26096 -0.094
C 1.28283 -3.11023 1.86190 -0.244
C 0.34597 -2.14382 1.12424 -0.177
C -0.91961 -1.97593 1.84897 -0.225
N -1.91046 -1.84604 2.41589 0.165
H 0.78157 -2.56690 3.90588 0.078
H 2.34564 -3.35041 3.72419 0.080
H 2.14629 -1.66689 3.23550 0.042
H 0.81152 -4.09194 1.93096 0.088
H 2.18931 -3.23370 1.26658 0.113
H 0.12257 -2.52188 0.12551 0.111
H 0.80895 -1.16236 1.01320 0.078
C -2.51803 -7.58571 1.37882 -0.122
C -2.29929 -6.07901 1.37889 -0.272
C -1.36658 -5.61747 0.25178 -0.186
C -0.03732 -6.22882 0.38041 -0.250
N 1.00507 -6.69597 0.49852 0.150
H -1.58420 -8.12633 1.54628 0.071
H -3.20676 -7.86516 2.17130 0.043
H -2.94111 -7.92051 0.42866 0.078
H -1.88748 -5.77361 2.34303 0.113
H -3.25938 -5.57584 1.27025 0.075
H -1.25002 -4.53242 0.27959 0.088
H -1.77953 -5.88746 -0.72193 0.120
C -6.82168 -3.87934 0.40131 -0.107
C -7.86455 -4.81655 1.00018 -0.259
C -7.55592 -5.19980 2.45205 -0.182
C -6.26804 -5.89499 2.54933 -0.200
N -5.26213 -6.44415 2.61437 0.184
H -5.83792 -4.35023 0.36379 0.063
H -7.09398 -3.60815 -0.61886 0.072
H -6.73755 -2.95981 0.98414 0.074
H -7.93077 -5.72035 0.39178 0.112
H -8.84405 -4.33665 0.96734 0.108
H -8.33137 -5.85693 2.84662 0.119
H -7.51691 -4.30978 3.08223 0.121
```

Its LUMO energy is -3.8373 eV. Its orbital gap is 8.29 eV. Its molar mass is 698.74 g/mol. For the max |F|, the calculation gives 2.16 eV Å⁻¹. As for the charge: +1.